The following is a quantum chemistry calculation of a molecular structure, C25H21ClF4IN3O2Pd at a distorted geometry, from the Open Molecules 2025 dataset.

Last column: Löwdin charge in e.
Geometry (Å):
Pd  -0.6941  0.6288  -0.0480  0.6262
C  0.5204  3.4787  1.3953  -0.1160
N  0.8434  2.0581  1.2655  -0.3105
C  1.0260  1.5156  2.6107  -0.0906
C  2.0454  1.8941  0.4447  -0.1966
C  2.4254  0.4301  0.2488  -0.1926
N  1.3424  -0.3444  -0.3027  0.0638
C  1.5838  -1.6361  -0.5521  -0.1546
C  0.5423  -2.4178  -1.1163  -0.1282
F  -0.6372  -1.7908  -1.2927  -0.0266
C  0.6783  -3.7359  -1.4866  -0.1941
F  -0.3613  -4.3823  -2.0223  0.1166
C  1.8942  -4.3895  -1.3516  0.1152
C  2.9337  -3.6710  -0.7884  -0.1988
F  4.1288  -4.2644  -0.6441  0.1005
C  2.8009  -2.3568  -0.3775  -0.0993
F  3.9022  -1.7883  0.1674  0.0880
H  1.2084  3.9679  2.0966  0.0936
H  -0.4978  3.5958  1.7671  0.0869
H  0.6076  3.9806  0.4338  0.0585
H  1.9108  1.9523  3.0958  0.0977
H  1.1288  0.4314  2.5960  0.0769
H  0.1538  1.7646  3.2140  0.0921
H  2.9042  2.4054  0.9083  0.1318
H  1.8610  2.3580  -0.5317  0.1033
H  2.7474  0.0120  1.2124  0.1272
H  3.2901  0.4003  -0.4314  0.1392
H  2.0276  -5.4137  -1.6528  0.1442
I  -3.1794  0.0241  -1.1199  0.1169
O  -2.0204  1.2800  1.7172  -0.0901
C  -1.8989  0.1277  2.1509  -0.5506
N  -1.0227  -0.7472  1.6388  0.0553
C  -1.0433  -1.9378  2.3188  -0.4259
O  -0.3193  -2.8811  2.1087  0.0912
C  -2.0824  -1.7869  3.3957  -0.0764
C  -2.5012  -2.6409  4.3896  0.0002
C  -3.4671  -2.1713  5.2786  -0.0697
C  -3.9985  -0.8972  5.1595  -0.0716
C  -3.5816  -0.0366  4.1480  0.0039
C  -2.6120  -0.4985  3.2859  -0.0845
H  -2.0914  -3.6344  4.4767  0.1180
H  -3.8045  -2.8135  6.0790  0.1026
H  -4.7455  -0.5579  5.8629  0.1031
H  -3.9940  0.9561  4.0487  0.1194
Cl  -1.1858  2.8282  -1.2206  0.7371
C  -0.1336  3.3636  -2.4739  -0.5604
C  -0.1608  4.6909  -2.8414  -0.1023
C  0.7664  5.1734  -3.7549  -0.0729
C  1.7398  4.3185  -4.2710  -0.0854
C  1.7519  2.9909  -3.9375  -0.0354
C  0.7731  2.4301  -3.0658  -0.3278
C  0.6982  1.0647  -2.8767  0.0532
H  -0.8962  5.3494  -2.4039  0.1089
H  0.7515  6.2137  -4.0328  0.1037
H  2.4823  4.7042  -4.9509  0.1042
H  2.4771  2.3178  -4.3681  0.1123
H  1.4456  0.4178  -3.3014  0.0752
H  -0.1590  0.5858  -2.4213  -0.0061

As for the multiplicity: 5. For the HOMO-LUMO gap (alpha / beta), the calculation gives 7.89 / 5.29 eV. As for the expectation value of S²: 6.097. As for the maximum force: 1.4 eV/Å. The energy above the lowest of the compared OMol25 structures with the same formula, charge and spin is 23.1 kcal/mol. The HOMO energy (alpha / beta) is -0.2829 / -0.2843 Ha. The calculation puts the total energy at -2565.13670 hartree.

The following is a quantum chemistry calculation of a molecular structure, C25H21FHgOSi, from the Open Molecules 2025 dataset.

Last column: Löwdin charge in e.
Geometry (Å):
Hg  -3.1105  -0.9946  -2.3641  0.3370
O  -0.6362  -1.2159  -1.1033  -0.5551
Si  0.7339  -0.5882  -0.7127  0.3321
C  0.6393  1.3091  -0.4924  -0.2096
C  -0.5976  1.9337  -0.6478  -0.1104
C  -0.7407  3.3093  -0.5146  -0.1037
C  0.3663  4.0946  -0.2222  -0.1184
C  1.6116  3.4967  -0.0787  -0.1107
C  1.7404  2.1215  -0.2187  -0.1021
C  2.0854  -0.8203  -2.0416  -0.2076
C  3.2397  -1.5843  -1.8756  -0.1000
C  4.1155  -1.8169  -2.9301  -0.1113
C  3.8461  -1.2900  -4.1844  -0.1212
C  2.7007  -0.5265  -4.3747  -0.1057
C  1.8393  -0.2961  -3.3128  -0.0969
C  1.4203  -1.2884  0.9283  -0.2075
C  0.6341  -2.2447  1.5727  -0.1023
C  1.0209  -2.8258  2.7727  -0.0997
C  2.2260  -2.4621  3.3587  -0.1182
C  3.0300  -1.5180  2.7350  -0.1091
C  2.6271  -0.9409  1.5372  -0.1113
H  -1.4610  1.3189  -0.8819  0.0547
H  -1.7152  3.7682  -0.6412  0.0950
H  0.2618  5.1680  -0.1119  0.0888
H  2.4831  4.1046  0.1385  0.0902
H  2.7245  1.6729  -0.1203  0.0884
H  3.4574  -2.0155  -0.9034  0.0882
H  5.0053  -2.4175  -2.7762  0.0901
H  4.5223  -1.4758  -5.0110  0.0882
H  2.4779  -0.1195  -5.3545  0.0919
H  0.9420  0.2954  -3.4691  0.1029
H  -0.2964  -2.5370  1.0972  0.0688
H  0.3858  -3.5646  3.2484  0.0932
H  2.5397  -2.9146  4.2924  0.0892
H  3.9748  -1.2335  3.1849  0.0913
H  3.2766  -0.2045  1.0743  0.0888
F  -5.2411  3.2473  1.8739  0.0352
C  -4.7524  2.0101  1.6206  -0.2858
C  -5.6124  1.0433  1.1221  -0.0283
C  -5.1249  -0.2220  0.8896  -0.0653
C  -3.7694  -0.5554  1.1586  -0.3542
C  -3.2783  -1.8438  0.9586  0.0345
C  -2.9294  0.4815  1.6459  -0.0303
C  -3.4163  1.7474  1.8782  -0.0182
H  -6.6443  1.3002  0.9211  0.1115
H  -5.7760  -0.9878  0.4868  0.1055
H  -3.9245  -2.6446  0.6265  0.0522
H  -2.2427  -2.0740  1.1587  0.0305
H  -1.8835  0.2606  1.8193  0.1174
H  -2.7755  2.5397  2.2428  0.1175

As for the multiplicity: 2. For the HOMO-LUMO gap (alpha / beta), the calculation gives 7.54 / 7.15 eV. Its total charge is -1. As for the expectation value of S²: 0.791. As for the maximum force: 0.7 eV/Å. The energy above the lowest of the compared OMol25 structures with the same formula, charge and spin is 0.0 kcal/mol. The HOMO energy (alpha / beta) is -0.1651 / -0.1815 Ha. The calculation puts the total energy at -1583.37493 hartree.

The following is a quantum chemistry calculation of a molecular structure, C25H21HfN2O7 at a distorted geometry, from the Open Molecules 2025 dataset.

Last column: Löwdin charge in e.
Geometry (Å):
C  0.6695  -1.2935  1.2717  -0.1612
C  -0.6869  -1.5543  0.7791  -0.1494
C  -0.5854  -1.8981  -0.6218  -0.1430
H  -1.6059  -1.6301  1.3574  0.1390
C  0.8123  -1.8531  -0.9952  -0.1404
C  1.5857  -1.4551  0.1583  -0.1449
H  2.6655  -1.5047  0.2905  0.1418
H  1.0102  -1.2492  2.3025  0.1310
H  -1.4257  -2.2388  -1.2261  0.1337
H  1.2222  -2.2065  -1.9385  0.1319
C  -0.7722  2.4011  -0.1451  -0.1374
C  -0.4406  1.9227  1.1819  -0.1469
C  1.0271  1.6942  1.2394  -0.1498
H  -1.1826  2.0017  1.9549  0.1219
C  1.5649  2.1026  -0.0468  -0.1374
C  0.4642  2.5515  -0.8857  -0.1235
H  0.5468  3.0139  -1.8586  0.1269
H  -1.7750  2.7290  -0.3775  0.1328
H  1.6200  1.5343  2.1276  0.1317
H  2.6240  2.2364  -0.2368  0.1331
Hf  0.1246  0.2757  -0.2677  1.8038
O  -0.0844  0.1519  -4.2337  -0.1225
C  -1.2067  -0.5983  -4.7389  -0.1009
C  0.1132  -0.6272  -5.4828  -0.2019
H  -1.4606  -1.4815  -4.1460  0.1000
H  -2.0220  -0.0323  -5.2020  0.1237
H  0.6918  -1.5528  -5.3574  0.1462
H  1.0257  -1.6316  -7.8060  0.1131
C  0.7774  -0.5739  -7.8997  -0.0322
C  0.2967  0.1027  -6.7504  -0.1907
C  -0.0583  1.4611  -6.8704  -0.0346
H  -0.4281  2.0028  -5.9955  0.1121
C  0.0964  2.1237  -8.0887  -0.0725
H  -0.1586  3.1827  -8.1518  0.1083
C  0.5785  1.4452  -9.2166  -0.0707
H  0.6905  1.9722  -10.1662  0.1099
C  0.9152  0.0879  -9.1175  -0.0720
H  1.2863  -0.4503  -9.9912  0.1109
O  0.1345  1.7679  3.9811  0.0182
C  -0.4293  0.6616  3.8467  -0.6355
O  -0.9307  0.0812  2.8496  -0.0943
C  -0.5313  -0.1186  5.1218  -0.1117
C  -0.1174  -1.4388  5.2578  0.0851
C  -0.0684  -1.9682  6.5656  -0.1154
C  -0.5017  -1.2314  7.6714  0.1029
C  -0.9800  0.0662  7.4642  -0.1078
C  -1.0077  0.6267  6.1841  0.0856
N  -1.4151  0.8770  8.5782  -0.3159
O  -1.3652  0.3699  9.7145  0.0797
O  -1.8149  2.0307  8.3483  0.0774
N  0.5207  -3.2758  6.7666  -0.3192
O  0.9303  -3.8935  5.7680  0.0569
O  0.6025  -3.7049  7.9331  0.0824
H  0.2164  -2.0301  4.4055  0.1181
H  -0.4539  -1.6439  8.6698  0.1330
H  -1.3047  1.6622  6.0248  0.1405

For the HOMO-LUMO gap, the calculation gives 5.28 eV. Its total charge is +1. As for the maximum force: 4.0 eV/Å. The HOMO energy is -0.4265 Ha. The calculation puts the total energy at -1648.85717 hartree.

The following is a quantum chemistry calculation of a molecular structure, C25H21N3O2STaTe, from the Open Molecules 2025 dataset.

Last column: Löwdin charge in e.
Geometry (Å):
Ta  1.2157  -1.4728  -0.3316  1.6047
C  2.0182  6.8498  0.5753  -0.0009
C  1.6770  5.4085  0.4261  -0.1865
C  0.3770  5.0131  0.0711  0.0235
C  0.0569  3.6889  -0.1084  -0.0076
C  1.0721  2.7360  0.0886  -0.3361
C  2.3838  3.0937  0.4456  -0.0210
C  2.6678  4.4247  0.6103  0.0184
S  0.6744  1.1223  -0.1683  0.7674
O  -0.6550  0.8637  -0.6398  -0.2576
O  1.6295  0.3238  -1.1229  -0.3982
N  1.0201  0.0295  0.9974  -0.2459
C  0.8782  -0.1427  2.3771  -0.2188
C  0.6174  0.7671  3.3767  0.0644
C  0.5608  0.3228  4.7096  0.0032
C  0.7606  -0.9960  5.0317  0.0512
C  1.0081  -1.9483  4.0115  -0.1152
C  1.2099  -3.3186  4.2303  0.1149
C  1.4288  -4.1629  3.1447  0.0294
C  1.4385  -3.6563  1.8668  -0.0744
N  1.2380  -2.3325  1.5985  -0.0989
C  1.0443  -1.4970  2.6812  -0.1527
H  1.1438  7.4510  0.8138  0.1006
H  2.4218  7.2168  -0.3739  0.1211
H  2.7865  7.0031  1.3310  0.1027
H  -0.3862  5.7663  -0.0726  0.1422
H  -0.9398  3.3846  -0.3975  0.1305
H  3.1534  2.3416  0.5724  0.1331
H  3.6716  4.7280  0.8769  0.1420
H  0.4722  1.8171  3.1548  0.1360
H  0.3628  1.0429  5.4914  0.1377
H  0.7246  -1.3218  6.0632  0.1459
H  1.1980  -3.7166  5.2385  0.1563
H  1.5995  -5.2212  3.2838  0.1433
H  1.6187  -4.3109  1.0236  0.1116
C  -2.7003  -1.6925  -1.3022  -0.3131
Te  -1.0051  -3.0302  -1.1223  1.4379
C  -0.8075  -2.8298  -3.2740  -0.3210
C  -2.1733  -2.3315  -3.6920  -0.2939
C  -2.5245  -2.3877  -5.0369  -0.0094
C  -3.7783  -1.9579  -5.4388  -0.0225
C  -4.6891  -1.4841  -4.5028  -0.0243
C  -4.3466  -1.4281  -3.1624  -0.0111
C  -3.0818  -1.8415  -2.7548  -0.2954
H  -2.3760  -0.6916  -1.0322  0.0412
H  -3.4528  -2.0575  -0.6055  0.0797
H  -0.5792  -3.8326  -3.6316  0.0801
H  0.0101  -2.1559  -3.5326  0.0712
H  -1.8264  -2.7804  -5.7654  0.1329
H  -4.0529  -2.0105  -6.4831  0.1283
H  -5.6743  -1.1685  -4.8173  0.1276
H  -5.0610  -1.0645  -2.4347  0.1306
N  3.3081  -3.6644  -1.4281  0.1554
C  2.6618  -2.8885  -0.8604  -0.3604

For the HOMO-LUMO gap, the calculation gives 4.88 eV. Its total charge is +3. As for the maximum force: 0.9 eV/Å. The energy above the lowest of the compared OMol25 structures with the same formula, charge and spin is 19.0 kcal/mol. The HOMO energy is -0.6144 Ha. The calculation puts the total energy at -2002.18334 hartree.

The highest maximum force belongs to which entry?
C25H21HfN2O7

Which of these has the lowest maximum force?
C25H21FHgOSi

Number 3 is which compound?
C25H21HfN2O7

maximum force of number 1 (C25H21ClF4IN3O2Pd)?
1.4 eV/Å